18
Properties=species:S:1:pos:R:3:forces:R:3 method="wB97M-V/def2-TZVPD" e_lumo_ev="4.22 / 4.18" homo_ev="0.23 / -1.76" s2=0.77 de_lowest_ev=1.858 charge=-1 orbital_gap_ev="3.99 / 5.94" spin_multiplicity=2
C -0.886937 0.789893 -1.877764 -0.11 4.71 -0.22
N 1.619701 -0.496285 -0.860198 1.41 -1.28 0.92
C 0.403816 -0.452029 -0.135329 1.46 -1.81 3.26
C -0.523568 0.468314 -0.458498 -1.74 1.65 -0.05
C -1.118938 1.388203 0.650672 0.78 -0.67 -0.78
C 1.121745 -1.753248 2.010689 -0.55 -1.04 0.29
C 0.215286 -1.265119 1.075402 1.97 0.93 -1.39
H -0.234064 1.119458 -2.778765 0.22 -0.59 1.47
H -1.575597 1.749446 -1.855305 1.02 -1.61 -0.01
H -1.502435 0.075517 -2.277219 -1.59 -2.16 -1.24
H 2.565950 -0.684097 -0.427829 -2.11 0.36 -1.10
H 1.458086 -0.120458 -1.760723 1.01 0.52 -0.70
H -0.340207 2.157703 0.948971 -0.83 -0.40 -0.14
H -1.989747 1.860203 0.203289 -0.21 0.47 0.32
H -1.425763 0.857745 1.567354 0.17 0.14 -0.39
H 0.877483 -2.648629 2.608418 -0.24 0.52 -0.18
H 2.103939 -1.413102 2.249418 0.69 0.54 -0.43
H -0.768750 -1.633515 1.117416 -1.35 -0.28 0.37